Arrangement A

# C4H8NO3

The ion C4H8NO3 with charge -1 (ωB97M-V with the def2-TZVPD basis set, the OMol25 dataset).

Geometry as ORCA input:
```
! wB97M-V def2-TZVPD RIJCOSX def2/J DEFGRID3
* xyz -1 1
O -2.3363 0.1612 0.9945
C -1.4008 -0.4587 0.5432
C -0.4379 0.0492 -0.5450
C 0.0778 1.4545 -0.2728
O -0.9532 2.4567 -0.3378
N 0.7038 -0.8623 -0.6769
C 1.3115 -1.3511 0.6427
O 0.9185 -2.5619 0.9729
H -1.1481 -1.4717 0.9011
H -0.9676 0.0228 -1.5011
H 0.5008 1.5276 0.7251
H 0.8614 1.6602 -1.0040
H -0.9567 2.8691 -1.2011
H 0.3732 -1.7309 -1.0915
H 1.0461 -0.5173 1.3633
H 2.4073 -1.2474 0.4874
*
```

The HOMO energy is -2.95 eV.

These are the Mulliken partial charges, in e, on atoms 1 to 5: O -0.549; C 0.101; C -0.018; C -0.733; O -0.527

***

Arrangement B

# C4H8NO3

A cluster of 2 separate species, C4H8NO3 in total (ωB97M-V with the def2-TZVPD basis set, the OMol25 dataset).

Geometry as ORCA input:
```
! wB97M-V def2-TZVPD RIJCOSX def2/J DEFGRID3
* xyz -1 1
C -1.3810 0.2467 -2.5620
C -2.0456 -0.7353 -1.5660
O -1.4142 -0.9333 -0.4937
O -3.1396 -1.2117 -1.9300
H -2.1037 1.0019 -2.8885
H -1.0239 -0.2445 -3.4704
H -0.5413 0.7792 -2.1054
C 2.1555 -0.3209 1.1598
C 1.3270 0.3651 2.2140
O 1.8510 0.9138 3.1782
N 0.0006 0.4415 1.9746
H -0.4874 1.1576 2.4805
H -0.4306 -0.1033 1.2282
H 1.7465 -1.2478 0.7619
H 3.1298 -0.5439 1.6047
H 2.3569 0.4350 0.4143
*
```

The HOMO energy is -4.41 eV.

These are the Mulliken partial charges, in e, on atoms 1 to 5: C -0.769; C 0.467; O -0.710; O -0.728; H 0.251

***

Arrangement C

# C4H8NO3

A cluster of 2 separate species, C4H8NO3 in total (ωB97M-V with the def2-TZVPD basis set, the OMol25 dataset).

Geometry as ORCA input:
```
! wB97M-V def2-TZVPD RIJCOSX def2/J DEFGRID3
* xyz -1 1
C 0.7108 1.4675 -0.4804
N 0.4419 0.0159 -0.6536
C -0.3681 -0.6179 0.2436
C -0.4304 -0.1003 1.6270
O 0.3565 0.7011 2.1301
C 0.4013 -1.6018 1.3368
O -0.0726 -2.6338 1.6164
O -0.9603 0.5102 -2.7405
H 1.6322 1.6174 0.0817
H -0.0800 1.9419 0.0879
H 0.8022 1.8278 -1.4964
H -1.4758 -0.0570 -3.3192
H -1.1776 -1.1825 -0.1953
H -1.3264 -0.3943 2.1726
H 0.0533 -0.0190 -1.6595
H 1.4928 -1.4752 1.2490
*
```

The HOMO energy is -3.69 eV.

These are the Mulliken partial charges, in e, on atoms 1 to 5: C -0.861; N -0.485; C -0.047; C -0.185; O -0.640

***

Arrangement D

# C4H8NO3

The ion C4H8NO3 with charge -1 (ωB97M-V with the def2-TZVPD basis set, the OMol25 dataset).

Geometry as ORCA input:
```
! wB97M-V def2-TZVPD RIJCOSX def2/J DEFGRID3
* xyz -1 1
C -0.4752 2.1165 -0.4363
N 0.4836 1.0894 0.0180
C -0.1388 -0.1975 0.2145
C 0.7619 -0.9994 1.1511
O 0.6382 -2.4011 1.0181
C -0.3850 -1.0089 -1.1129
O -1.0287 -2.0719 -0.9341
O 0.0271 -0.4975 -2.1685
H 0.0646 3.0319 -0.6396
H -1.1429 2.2895 0.4169
H -1.0980 1.7194 -1.2249
H 1.2399 1.0020 -0.6458
H -1.1389 -0.0484 0.6183
H 1.8165 -0.7727 1.0429
H 0.5383 -0.6836 2.1930
H -0.1627 -2.5677 0.4892
*
```

The HOMO energy is -4.05 eV.

These are the Mulliken partial charges, in e, on atoms 1 to 5: C -0.882; N -0.498; C 0.181; C -0.678; O -0.593

***

Here is how they stack up, most stable first: arrangement B, arrangement D, arrangement A, arrangement C.

***

Arrangement A

# C4H8NO3

A cluster of 2 separate species, C4H8NO3 in total (ωB97M-V with the def2-TZVPD basis set, the OMol25 dataset).

Geometry as ORCA input:
```
! wB97M-V def2-TZVPD RIJCOSX def2/J DEFGRID3
* xyz -1 1
C -0.0495 2.4488 0.5599
C 1.1339 1.8739 1.2143
O 1.6517 2.3554 2.2141
N 1.6954 0.7654 0.6283
H 2.3231 0.2040 1.1918
H 1.1999 0.1645 -0.0335
H -0.5131 1.8271 -0.2086
H 0.2599 3.3712 0.0544
H -0.8564 2.7037 1.2410
C -2.1244 -2.1528 -0.3075
C -0.9119 -1.8055 -1.2091
O -0.0401 -1.0374 -0.7593
O -1.0172 -2.2744 -2.3686
H -2.1407 -3.2128 -0.0718
H -3.0296 -1.8253 -0.7905
H -2.0834 -1.5685 0.6297
*
```

The HOMO energy is -4.40 eV.

These are the Mulliken partial charges, in e, on atoms 1 to 5: C -0.792; C 0.555; O -0.672; N -0.412; H 0.226

***

Arrangement B

# C4H8NO3

A cluster of 2 separate species, C4H8NO3 in total (ωB97M-V with the def2-TZVPD basis set, the OMol25 dataset).

Geometry as ORCA input:
```
! wB97M-V def2-TZVPD RIJCOSX def2/J DEFGRID3
* xyz -1 1
C -2.2251 -0.1338 -0.0987
C -1.3141 -1.3646 -0.1667
C -1.0417 0.6855 -0.5158
C -0.2171 -0.5852 -0.4885
N 3.3577 -0.2587 0.1191
O 2.6802 0.8614 -0.5105
O -0.6665 1.9695 0.1472
O 0.9492 -0.7959 -0.9057
H -3.0883 -0.0879 -0.7427
H -2.5904 0.0965 0.8857
H -1.5587 -2.3567 0.0492
H 2.8391 -0.5525 0.9780
H -1.0672 1.0314 -1.5648
H 3.2087 -0.9837 -0.6032
H 0.2074 2.0783 -0.0162
H 1.7304 0.5367 -0.6604
*
```

The HOMO energy is -3.15 eV.

These are the Mulliken partial charges, in e, on atoms 1 to 5: C -0.406; C -0.983; C 0.043; C 0.517; N -0.561

***

Arrangement C

# C4H8NO3

A cluster of 2 separate species, C4H8NO3 in total (ωB97M-V with the def2-TZVPD basis set, the OMol25 dataset).

Geometry as ORCA input:
```
! wB97M-V def2-TZVPD RIJCOSX def2/J DEFGRID3
* xyz -1 1
C 0.2233 -0.9204 -1.8727
C -0.0674 0.3811 -1.7933
O -0.8442 0.9523 -0.8493
C 0.4465 1.4107 -2.7609
H 0.8693 -1.2492 -2.6824
H -0.0576 -1.6097 -1.0892
H -0.7936 0.3956 0.0062
H 0.9620 0.9459 -3.6036
H -0.4175 2.0180 -3.0700
H 1.0623 2.1407 -2.2222
N 0.1891 -0.9723 3.0733
C 0.0839 -0.3985 1.7835
O 0.9150 0.4639 1.4653
O -0.8719 -0.8907 1.0908
H -0.4323 -1.7475 3.2229
H 1.0979 -1.0266 3.4970
*
```

The HOMO energy is -4.37 eV.

These are the Mulliken partial charges, in e, on atoms 1 to 5: C -0.940; C 0.747; O -0.587; C -1.044; H 0.212

***

Arrangement D

# C4H8NO3

A cluster of 2 separate species, C4H8NO3 in total (ωB97M-V with the def2-TZVPD basis set, the OMol25 dataset).

Geometry as ORCA input:
```
! wB97M-V def2-TZVPD RIJCOSX def2/J DEFGRID3
* xyz -1 1
O -0.4255 0.9746 2.5033
C 0.2251 0.3968 1.6508
C 1.4936 0.9810 1.0883
C 1.3830 1.2158 -0.4269
H -0.1507 -0.5340 1.2321
H 2.2419 0.1863 1.2391
H 1.7435 1.8569 1.6942
H 1.4281 0.2269 -0.8777
H 2.3022 1.7308 -0.7624
H 0.5010 1.7539 -0.7475
N -2.2981 -1.7601 -1.6425
C -1.3231 -1.0804 -0.8562
O -1.6579 -0.0070 -0.2998
O -0.1701 -1.5975 -0.8824
H -3.2265 -1.5999 -1.2724
H -2.0663 -2.7442 -1.6398
*
```

The HOMO energy is -4.39 eV.

These are the Mulliken partial charges, in e, on atoms 1 to 5: O -0.587; C 0.119; C -0.301; C -0.955; H 0.302

***

Here is how they stack up, most stable first: arrangement A, arrangement C, arrangement D, arrangement B.

***

Arrangement A

# C4H8NO3

A cluster of 2 separate species, C4H8NO3 in total (ωB97M-V with the def2-TZVPD basis set, the OMol25 dataset).

Geometry as ORCA input:
```
! wB97M-V def2-TZVPD RIJCOSX def2/J DEFGRID3
* xyz -1 1
C -2.0695 1.5376 -0.4447
C -1.9649 0.1259 -0.9790
O -2.5763 -0.7607 -0.4226
N -1.1186 -0.1284 -2.0082
H -3.0405 1.9448 -0.7506
H -1.2781 2.2467 -0.6657
H -0.8869 -1.1053 -2.1060
H -0.6963 0.5218 -2.6417
H -2.0988 1.4237 0.6342
C 2.0018 -0.3264 1.7159
C 2.5529 -1.4509 0.8040
O 2.0952 -1.4772 -0.3589
O 3.4154 -2.1825 1.3408
H 1.6066 -0.8296 2.6076
H 1.1986 0.2072 1.2218
H 2.8594 0.2533 2.0531
*
```

The HOMO energy is -3.83 eV.

These are the Mulliken partial charges, in e, on atoms 1 to 5: C -0.973; C 0.663; O -0.627; N -0.361; H 0.311

***

Arrangement B

# C4H8NO3

A cluster of 2 separate species, C4H8NO3 in total (ωB97M-V with the def2-TZVPD basis set, the OMol25 dataset).

Geometry as ORCA input:
```
! wB97M-V def2-TZVPD RIJCOSX def2/J DEFGRID3
* xyz -1 1
C 1.5077 -1.4240 1.7307
C 0.8920 -0.2217 2.3507
O 0.9327 -0.0101 3.5530
N 0.2512 0.6243 1.5113
H -0.3567 1.2870 1.9642
H 0.0805 0.3137 0.5447
H 2.3214 -1.8185 2.3393
H 1.8806 -1.4122 0.7097
H 0.7252 -2.1890 1.7776
C -1.6373 -0.2516 -3.2396
C -0.7672 0.3560 -2.0986
O -0.8708 -0.2130 -0.9851
O -0.0756 1.3348 -2.4414
H -1.1451 -1.1002 -3.7243
H -1.7728 0.4900 -4.0249
H -2.5817 -0.6225 -2.8345
*
```

The HOMO energy is -4.55 eV.

These are the Mulliken partial charges, in e, on atoms 1 to 5: C -0.935; C 0.593; O -0.686; N -0.300; H 0.208

***

Arrangement C

# C4H8NO3

A cluster of 2 separate species, C4H8NO3 in total (ωB97M-V with the def2-TZVPD basis set, the OMol25 dataset).

Geometry as ORCA input:
```
! wB97M-V def2-TZVPD RIJCOSX def2/J DEFGRID3
* xyz -1 1
C -0.9176 2.4202 1.1981
C 0.2862 2.2649 0.2752
O 0.9341 3.2648 -0.1628
N 0.8220 0.9784 0.0326
H 1.7088 0.9652 -0.4966
H 0.4189 0.1657 0.2111
H -1.7341 1.7216 0.8105
H -1.1607 3.4202 1.2734
H -0.9529 1.7936 2.1176
C -0.4249 -2.0010 0.9035
C -0.2195 -2.3169 -0.5899
O -1.1908 -2.8478 -1.1630
O 0.8770 -1.8126 -0.9868
H -1.2373 -2.6819 1.2658
H -0.6003 -0.8850 0.8906
H 0.4966 -2.3874 1.4783
*
```

The HOMO energy is -4.26 eV.

These are the Mulliken partial charges, in e, on atoms 1 to 5: C -1.105; C 0.702; O -0.671; N -0.161; H 0.163

***

Here is how they stack up, most stable first: arrangement B, arrangement A, arrangement C.

***

Arrangement A

# C4H8NO3

A cluster of 3 separate species, C4H8NO3 in total (ωB97M-V with the def2-TZVPD basis set, the OMol25 dataset).

Geometry as ORCA input:
```
! wB97M-V def2-TZVPD RIJCOSX def2/J DEFGRID3
* xyz -1 1
O -2.4495 1.1299 1.2506
C -1.8042 0.6717 0.1931
O -2.1905 0.8467 -0.9779
C -0.7712 -0.4519 0.5046
C 0.6353 0.2927 0.2406
C 0.6277 1.1982 -1.0142
O 1.3302 0.8955 1.3215
N -0.7306 -1.5697 -0.4168
H 1.9582 -1.7760 0.9924
H 1.2396 -0.5357 0.0333
H 1.5694 1.5461 -1.2940
H -0.1009 1.9236 -0.8622
H 0.2487 0.7828 -1.8205
H -1.1676 -0.6249 1.4966
H -0.8156 -2.4024 0.0476
H 2.4210 -1.9266 0.3052
*
```

The HOMO energy is -4.83 eV.

These are the Mulliken partial charges, in e, on atoms 1 to 5: O -0.693; C 0.315; O -0.593; C 0.381; C 0.882

***

Arrangement B

# C4H8NO3

A cluster of 2 separate species, C4H8NO3 in total (ωB97M-V with the def2-TZVPD basis set, the OMol25 dataset).

Geometry as ORCA input:
```
! wB97M-V def2-TZVPD RIJCOSX def2/J DEFGRID3
* xyz -1 1
C 1.2446 -2.7886 1.8548
C 0.4914 -1.7011 1.1132
O -0.7150 -1.6024 1.2130
N 1.2772 -0.9292 0.3069
H 0.8173 -0.1340 -0.1522
H 2.1345 -0.6044 0.7406
H 0.7081 -3.7260 1.9031
H 1.4315 -2.4896 2.8934
H 2.2041 -2.9472 1.3607
C -1.7950 1.1466 -0.6863
C -0.5172 1.7933 -1.2204
O 0.5422 1.5617 -0.5383
O -0.5145 2.3056 -2.3579
H -2.4904 0.9969 -1.5064
H -2.3222 1.7587 0.0529
H -1.5457 0.1940 -0.2299
*
```

The HOMO energy is -4.09 eV.

These are the Mulliken partial charges, in e, on atoms 1 to 5: C -1.096; C 0.724; O -0.611; N -0.414; H 0.238

***

Here is how they stack up, most stable first: arrangement B, arrangement A.

***

Arrangement A

# C7H19NO

A structure of composition C7H19NO (ωB97M-V with the def2-TZVPD basis set, the OMol25 dataset).

Geometry as ORCA input:
```
! wB97M-V def2-TZVPD RIJCOSX def2/J DEFGRID3
* xyz 0 1
C 1.1133 1.1265 -0.3905
C 2.2245 1.6094 0.5131
C 0.2902 2.2396 -0.9952
C 1.6018 0.1430 -1.4283
C -0.6637 0.7448 1.7389
N -0.0620 -0.0205 0.6652
H 0.6437 -0.7011 0.9040
H 1.8927 2.4199 1.1700
H 0.8672 2.8439 -1.7153
H 0.7826 -0.2136 -2.0663
H 3.0883 2.0046 -0.0468
H 2.6119 0.7986 1.1428
H -0.5714 1.8503 -1.5526
H -0.0753 2.9404 -0.2377
H 2.3492 0.5811 -2.1081
H 2.0826 -0.7295 -0.9652
H -0.2288 1.7369 1.8754
H -1.7311 0.8824 1.5555
H -0.5379 0.1994 2.6751
C -1.3774 -2.1449 0.5003
C -2.5928 -2.2999 -0.3572
O -0.3301 -3.0336 0.1748
H -0.2084 -3.0195 -0.7839
H -1.5831 -2.2717 1.5620
H -0.8260 -0.6439 -0.0743
H -2.9645 -3.3356 -0.3875
H -2.3816 -2.0151 -1.3991
H -3.4139 -1.6918 0.0308
*
```

The HOMO energy (spin up / spin down) is -5.20 / -5.20 eV.

These are the Mulliken partial charges, in e, on atoms 1 to 5: C 1.485; C -1.523; C -1.561; C -1.558; C -0.993

***

Arrangement B

# C7H19NO

A cluster of 2 separate species, C7H19NO in total (ωB97M-V with the def2-TZVPD basis set, the OMol25 dataset).

Geometry as ORCA input:
```
! wB97M-V def2-TZVPD RIJCOSX def2/J DEFGRID3
* xyz 0 1
C -2.2120 -2.4774 0.0998
C -1.7921 -1.6772 1.4289
C -1.7659 -0.1340 1.0466
C -1.3787 0.2794 -0.3523
C 0.2729 0.1936 -0.3048
N 1.3249 1.2036 -0.2202
C 1.1358 2.4669 -1.0355
C 1.9980 1.3364 1.0622
H -2.2453 -3.4993 0.4236
H -3.1705 -2.1513 -0.5294
H -1.4764 -2.2015 -0.7471
H -2.4728 -1.9331 2.1633
H -0.8934 -1.9135 1.9186
H -2.6944 0.3627 1.3729
H -1.0976 0.4761 1.7473
H -1.6390 -0.4461 -1.0229
H -1.5444 1.3839 -0.5755
H 0.7107 -0.4163 -1.0774
H 0.4121 -0.3858 0.6086
H 2.0826 2.6309 -1.5668
H 1.1830 3.2802 -0.2886
H 0.1600 2.5543 -1.6670
H 1.4036 1.1358 1.8171
H 2.6364 2.2795 1.1148
H 2.8362 0.6554 1.0487
O 2.5604 -1.0598 -2.5053
H 3.3131 -1.4039 -2.1829
H 2.3526 -0.5396 -1.7765
*
```

The HOMO energy is -7.84 eV.

These are the Mulliken partial charges, in e, on atoms 1 to 5: C -0.973; C -0.628; C -0.833; C -0.680; C -0.536

***

Here is how they stack up, most stable first: arrangement B, arrangement A.